1.
The following is a DFT calculation (ωB97M-V/def2-TZVPD) of a cluster of 2 separate species, C18H23N3O4S in total in a non-equilibrium geometry.

Properties
- LUMO level: -0.0216 Ha
- DFT total energy: -1562.61942 Eh
- HOMO-LUMO gap: 7.84 eV
- F_max: 12.74 eV Å⁻¹
- HOMO energy: -8.430 eV
- Relative energy (zero: lowest compared OMol25 entry of this formula, charge and spin): 372.40 kcal/mol

The geometry in ORCA input format:
```
! RIJCOSX wB97M-V def2-TZVPD def2/J DEFGRID3
* xyz 0 1
C -0.71 -1.96 -1.13
C -2.03 -2.17 -0.71
O -2.81 -0.98 -1.18
C -4.31 -1.27 -1.02
C -4.84 -1.24 0.30
C -4.82 0.30 0.99
N -3.52 0.79 0.88
C -3.22 1.77 -0.46
S -4.43 2.42 -1.39
N -1.87 2.05 -0.60
C -0.89 1.83 0.12
C 0.38 2.04 -0.36
C 1.56 1.26 0.36
C 1.33 0.73 1.63
C 0.00 0.31 1.83
C -1.13 0.77 1.34
C -2.40 0.25 1.61
O -2.75 -0.36 2.57
H -0.09 -0.19 2.75
H 2.11 0.33 2.30
C 2.89 1.85 0.01
O 3.21 3.09 0.44
N 3.71 1.01 -0.39
C 3.28 -0.43 -0.51
H 3.46 -0.52 -2.00
C 4.38 -1.37 0.09
O 5.65 -1.32 -0.24
C 6.03 0.37 -0.01
H 5.82 0.38 1.21
C 5.13 1.13 -0.69
H 5.27 1.14 -1.89
H 5.28 2.18 -0.62
H 7.07 0.35 -0.25
H 4.13 -1.36 1.16
H 4.09 -2.50 -0.13
H 2.36 -0.46 -0.36
H 0.69 2.59 -1.28
H -1.77 2.72 -1.13
H -5.48 1.07 0.41
H -5.09 0.56 2.10
H -4.22 -1.78 1.28
H -6.05 -1.29 0.73
H -4.76 -2.27 -1.33
H -4.87 -0.62 -1.61
H -2.29 -2.16 0.32
H -2.44 -3.16 -1.11
H -0.69 -2.00 -2.26
H -0.01 -2.94 -0.87
H -0.32 -0.95 -0.92
*
```



2.
The following is a DFT calculation (ωB97M-V/def2-TZVPD) of a structure of composition C18H23N4O3PtS2 in a non-equilibrium geometry.

Properties
- LUMO level: -0.1196 Ha
- DFT total energy: -2059.82468 Eh
- HOMO-LUMO gap: 7.56 eV
- F_max: 2.62 eV Å⁻¹
- HOMO energy: -10.814 eV
- Relative energy (zero: lowest compared OMol25 entry of this formula, charge and spin): 6.47 kcal/mol

The geometry in ORCA input format:
```
! RIJCOSX wB97M-V def2-TZVPD def2/J DEFGRID3
* xyz 1 1
Pt -0.54 1.68 0.01
C -3.45 4.48 -1.19
C -2.49 3.35 -1.16
N -1.30 3.47 -0.68
O -1.01 4.68 -0.11
C -2.82 2.04 -1.69
C -3.91 1.81 -2.69
N -2.09 1.07 -1.21
O -2.18 -0.12 -1.56
H -3.36 5.06 -0.27
H -4.47 4.12 -1.29
H -3.23 5.16 -2.02
H -0.05 4.70 -0.01
H -3.77 2.46 -3.56
H -4.89 2.01 -2.26
H -3.88 0.78 -3.00
O -0.27 -0.44 0.71
S -0.29 -1.58 -0.34
C 0.91 -2.72 0.39
C 0.87 -2.83 1.77
C 1.67 -3.75 2.43
C 2.52 -4.57 1.69
C 2.55 -4.47 0.31
C 1.74 -3.55 -0.35
C 0.73 -1.04 -1.71
C 1.58 0.04 -1.58
C 2.40 0.39 -2.64
C 2.37 -0.35 -3.81
C 1.51 -1.43 -3.94
C 0.66 -1.76 -2.89
H 0.18 -2.20 2.32
H 1.64 -3.83 3.51
H 3.15 -5.29 2.20
H 3.21 -5.11 -0.27
H 1.76 -3.50 -1.43
H 1.71 0.53 -0.62
H 3.08 1.23 -2.55
H 3.04 -0.10 -4.63
H 1.49 -2.01 -4.85
H -0.05 -2.58 -2.99
C 0.08 -0.46 4.90
N -0.34 0.57 3.95
C 0.44 1.12 3.05
N 1.69 0.69 2.90
S -0.11 2.54 2.21
H -0.73 -0.63 5.60
H 0.95 -0.12 5.46
H 0.31 -1.40 4.41
H -1.29 0.88 3.96
H 2.00 -0.19 3.30
H 2.28 1.15 2.24
*
```



3.
The following is a DFT calculation (ωB97M-V/def2-TZVPD) of a structure of composition C18H24As2N3ReS2.

Properties
- LUMO level (alpha / beta): -0.4154 / -0.4307 Ha
- DFT total energy: -6209.75242 Eh
- HOMO-LUMO gap (alpha / beta): 6.07 / 5.65 eV
- F_max: 0.37 eV Å⁻¹
- HOMO energy (alpha / beta): -17.376 / -17.369 eV

The geometry in ORCA input format:
```
! RIJCOSX wB97M-V def2-TZVPD def2/J DEFGRID3
* xyz 3 4
Re 0.07 0.71 -0.76
C 4.03 4.42 -2.93
S 2.72 4.53 -1.68
C 2.01 2.99 -1.71
S 0.61 2.90 -0.56
N 2.37 1.98 -2.44
N 1.58 0.87 -2.23
C 1.73 -0.13 -3.03
C 0.89 -1.30 -2.81
C 0.94 -2.43 -3.60
C 0.08 -3.49 -3.32
C -0.79 -3.38 -2.25
C -0.79 -2.22 -1.49
N 0.02 -1.19 -1.76
H 4.83 5.07 -2.58
H 3.64 4.78 -3.88
H 4.39 3.40 -3.01
H 2.47 -0.08 -3.83
H 1.63 -2.48 -4.43
H 0.09 -4.38 -3.93
H -1.47 -4.18 -2.00
H -1.45 -2.11 -0.64
C -3.70 0.49 -0.38
As -2.10 0.93 0.62
C -2.45 2.63 1.46
C -1.91 -0.40 2.00
C -3.03 -0.84 2.70
C -2.88 -1.81 3.69
C -1.63 -2.34 3.97
C -0.51 -1.90 3.28
C -0.65 -0.93 2.29
As 0.91 -0.22 1.43
C 1.68 1.13 2.56
C 2.21 -1.60 1.20
H -4.55 0.90 0.17
H -3.79 -0.59 -0.46
H -3.66 0.95 -1.36
H -3.31 2.50 2.12
H -2.68 3.37 0.69
H -1.59 2.96 2.04
H -4.02 -0.45 2.49
H -3.75 -2.15 4.23
H -1.52 -3.10 4.73
H 0.46 -2.33 3.52
H 1.78 0.69 3.56
H 1.03 2.00 2.61
H 2.66 1.41 2.17
H 2.57 -1.88 2.20
H 3.05 -1.22 0.62
H 1.77 -2.47 0.72
*
```



4.
The following is a DFT calculation (ωB97M-V/def2-TZVPD) of a structure of composition C18H24Cl16FN3S in a non-equilibrium geometry.

Properties
- LUMO level: -0.0113 Ha
- DFT total energy: -8725.57438 Eh
- HOMO-LUMO gap: 7.89 eV
- F_max: 1.57 eV Å⁻¹
- HOMO energy: -8.200 eV
- Relative energy (zero: lowest compared OMol25 entry of this formula, charge and spin): 0.00 kcal/mol

The geometry in ORCA input format:
```
! RIJCOSX wB97M-V def2-TZVPD def2/J DEFGRID3
* xyz 0 1
C -0.32 -4.56 -0.82
C -0.09 -3.89 -1.79
C 0.43 -2.86 -2.65
C -0.20 -1.64 -2.74
C -1.47 -1.35 -1.96
C -2.68 -1.60 -2.85
F -3.10 -2.92 -2.68
C 0.36 -0.59 -3.57
N -0.34 0.63 -3.60
C 1.51 -0.80 -4.26
C 2.16 -2.05 -4.18
N 3.31 -2.43 -4.75
S 3.63 -3.93 -4.32
N 2.34 -4.24 -3.36
C 1.65 -3.12 -3.37
H -0.47 -5.21 0.00
H -1.44 -2.00 -1.09
H -1.42 -0.32 -1.60
H -3.54 -0.97 -2.62
H -2.40 -1.49 -3.90
H 0.22 1.35 -4.05
H -0.50 0.99 -2.67
H 1.93 0.00 -4.86
C -1.29 1.71 -7.23
Cl -0.20 0.48 -6.58
Cl -1.90 2.79 -5.96
H -0.75 2.31 -7.96
H -2.13 1.22 -7.70
C -2.11 4.45 -1.65
Cl -1.08 3.21 -0.93
Cl -2.87 5.47 -0.42
H -1.50 5.07 -2.30
H -2.89 3.97 -2.23
C -0.14 -2.40 2.84
Cl -0.63 -3.20 1.33
Cl 0.47 -0.77 2.53
H -1.00 -2.34 3.50
H 0.65 -2.99 3.30
C 0.01 -5.30 5.04
Cl -0.42 -4.32 6.45
Cl 1.69 -5.05 4.55
H -0.13 -6.34 5.29
H -0.64 -5.02 4.22
C 1.43 4.00 2.56
Cl 0.99 2.28 2.61
Cl 0.87 4.74 1.06
H 0.97 4.51 3.40
H 2.51 4.09 2.61
C -0.89 -9.26 5.57
Cl -1.31 -8.27 6.98
Cl 0.79 -9.01 5.08
H -1.03 -10.30 5.82
H -1.54 -8.99 4.75
C -0.47 8.17 1.23
Cl -0.13 9.79 0.61
Cl 0.00 8.00 2.93
H -1.53 7.98 1.14
H 0.10 7.45 0.65
C 3.33 7.11 4.97
Cl 2.07 6.07 5.64
Cl 4.16 6.36 3.60
H 2.87 8.04 4.63
H 4.06 7.32 5.75
*
```



5.
The following is a DFT calculation (ωB97M-V/def2-TZVPD) of a structure of composition C18H24F6N2 in a non-equilibrium geometry.

Properties
- LUMO level: -0.0115 Ha
- DFT total energy: -1408.40377 Eh
- HOMO-LUMO gap: 7.07 eV
- F_max: 17.34 eV Å⁻¹
- HOMO energy: -7.382 eV
- Relative energy (zero: lowest compared OMol25 entry of this formula, charge and spin): 405.47 kcal/mol

The geometry in ORCA input format:
```
! RIJCOSX wB97M-V def2-TZVPD def2/J DEFGRID3
* xyz 0 1
C -4.91 -1.81 1.68
H -4.87 -1.10 2.40
C -3.47 -2.45 1.59
C -2.37 -1.64 1.58
H -2.49 -1.07 2.27
H -1.57 -2.28 1.84
C -2.36 -0.99 0.45
H -2.23 -1.57 -0.65
H -3.20 -0.21 0.01
C -0.96 -0.03 0.24
N -0.58 0.54 -1.07
C -0.14 -0.67 -1.97
H -0.72 -1.27 -2.76
C 1.33 -0.31 -2.51
C 2.29 -0.07 -1.62
C 2.17 1.15 -0.75
C 3.12 1.32 0.23
C 3.98 0.51 0.72
C 4.19 -0.56 -0.06
C 3.20 -0.94 -0.93
H 3.25 -1.96 -1.60
C 4.97 -1.61 0.60
F 4.51 -2.79 0.71
F 5.67 -1.33 1.74
F 6.03 -1.74 -0.74
H 4.76 0.83 1.44
C 2.99 2.62 0.88
F 4.22 3.49 1.15
F 2.24 2.67 2.16
F 2.36 3.69 0.24
H 1.53 2.02 -1.26
H 1.11 0.43 -3.33
H 1.68 -1.21 -3.13
H 0.12 -1.75 -1.23
C -1.44 1.16 -1.82
C -1.57 2.73 -0.98
N -2.06 2.28 0.15
H -3.03 1.92 0.56
C -1.22 1.39 1.02
H -0.35 1.97 1.21
H -1.52 1.08 2.16
H -0.79 3.12 -0.69
H -2.42 3.13 -1.50
H -2.44 0.62 -2.00
H -1.05 1.53 -2.85
H -0.03 -0.59 0.73
H -3.50 -3.26 2.57
H -3.44 -3.37 0.81
H -5.08 -1.19 0.55
H -5.92 -2.45 1.75
*
```



6.
The following is a DFT calculation (ωB97M-V/def2-TZVPD) of a cluster of 2 separate species, C18H24FN2O8S in total in a non-equilibrium geometry.

Properties
- LUMO level: 0.0655 Ha
- DFT total energy: -1909.66519 Eh
- HOMO-LUMO gap: 5.06 eV
- F_max: 3.71 eV Å⁻¹
- HOMO energy: -3.281 eV
- Relative energy (zero: lowest compared OMol25 entry of this formula, charge and spin): 66.44 kcal/mol

The geometry in ORCA input format:
```
! RIJCOSX wB97M-V def2-TZVPD def2/J DEFGRID3
* xyz -1 1
C -5.40 0.16 2.08
C -4.19 -0.72 2.37
C -4.34 -1.41 3.69
O -3.00 0.17 2.26
C -1.82 -0.43 2.47
N -0.81 0.64 2.49
N 0.16 0.41 3.23
C 1.42 0.20 2.56
O 1.65 0.28 1.37
O 2.25 -0.17 3.54
C 3.74 0.03 3.32
C 4.38 -0.93 4.30
C 4.14 1.45 3.61
O -1.59 -1.62 2.56
H -6.32 -0.41 2.23
H -5.40 1.02 2.77
H -5.40 0.51 1.04
H -4.06 -1.48 1.58
H -5.34 -1.86 3.77
H -3.62 -2.23 3.78
H -4.26 -0.69 4.52
H 3.96 -0.28 2.28
H 5.45 -0.72 4.46
H 3.86 -0.85 5.26
H 4.31 -1.97 3.94
H 5.22 1.56 3.73
H 3.80 2.14 2.83
H 3.66 1.72 4.56
C 0.84 6.10 4.07
C 1.48 5.12 3.12
O 0.39 4.23 2.74
C 0.74 3.33 1.77
C -0.50 3.03 0.98
F -0.32 2.22 -0.06
S -1.32 4.70 0.57
C -2.20 4.61 -1.00
C -2.07 5.68 -1.89
C -2.76 5.66 -3.10
C -3.52 4.53 -3.43
C -3.57 3.43 -2.58
C -2.89 3.46 -1.35
O -2.23 4.94 1.67
O -0.23 5.62 0.26
O 1.87 2.94 1.57
H 1.58 6.63 4.67
H 0.27 6.84 3.50
H 0.14 5.58 4.73
H 1.86 5.64 2.23
H 2.27 4.50 3.58
H -1.40 6.51 -1.64
H -2.67 6.50 -3.79
H -4.02 4.48 -4.40
H -4.10 2.52 -2.86
H -2.87 2.60 -0.68
*
```